Entry 1:
DFT (ωB97M-V/def2-TZVPD) results for a molecular structure, C42H43AsBrCaF3N3O8S2.

Geometry as XYZ:
```
104
Properties=species:S:1:pos:R:3:forces:R:3
Ca -0.3493 -0.3771 1.3451 -0.2 -0.4 0.2
O 0.0040 3.7256 2.0121 -0.5 0.0 0.5
C -0.6566 2.6903 2.5196 -1.5 0.9 0.0
O -0.1644 1.5983 2.5818 0.5 -0.3 0.3
C -2.1287 3.0170 2.8715 -0.6 -0.6 -0.8
O -2.8477 1.8048 3.1666 1.1 1.3 0.0
C -3.7519 1.3696 2.1669 -0.7 -0.4 0.6
C -3.2602 0.8237 0.8494 1.5 0.1 -0.4
O -4.1049 0.3680 0.1231 -1.5 -0.5 -0.7
O -2.0128 0.8776 0.5610 0.4 0.5 0.5
H 0.7901 3.3108 1.6479 0.8 0.1 -0.4
H -2.5422 3.4797 1.9377 0.3 -0.3 0.6
H -2.2663 3.7814 3.6732 0.4 -0.8 -0.4
H -4.4658 2.1459 1.8947 -0.2 0.2 0.3
H -4.2850 0.5298 2.6436 -0.1 0.5 -0.2
C -2.7601 -1.6385 3.4636 -0.1 -0.3 -0.7
O -2.1987 -1.8572 2.1096 -0.7 -0.1 0.8
C -2.3872 -3.0679 1.5132 -0.1 -0.5 0.9
C -3.0834 -4.1187 2.0935 0.6 0.4 -0.1
C -3.0794 -5.3406 1.4385 -0.1 -0.6 -0.4
Br -3.8828 -6.8605 2.2545 -0.1 0.2 0.0
C -2.4587 -5.5232 0.2225 0.7 0.3 0.1
C -1.6909 -4.4861 -0.3419 -1.1 -0.2 0.6
C -1.7165 -3.2769 0.3070 0.5 1.4 -0.7
O -1.1012 -2.1758 -0.1983 0.0 0.7 1.1
C -0.9644 -4.6405 -1.5837 0.1 0.3 -0.2
N -0.4350 -3.6605 -2.3057 -0.6 -0.5 0.6
C 0.0948 -4.2891 -3.4168 -0.3 0.6 -0.1
C 0.6613 -3.7338 -4.5552 0.6 -0.6 -0.5
C 1.1746 -4.5743 -5.5174 0.3 -0.8 -0.9
C 1.1030 -5.9644 -5.3445 0.2 -1.2 -0.4
C 0.4578 -6.5225 -4.2424 0.6 0.1 -1.0
C -0.0831 -5.6618 -3.3243 -0.3 -0.3 1.0
N -0.7844 -5.8719 -2.1292 0.5 0.1 -0.9
H -3.8678 -1.8328 3.4426 1.1 0.3 0.0
H -2.5176 -0.5842 3.6611 -0.3 -0.4 0.1
H -2.2554 -2.2729 4.2212 -0.3 0.2 -0.6
H -3.5231 -4.0002 3.0670 -0.2 -0.1 0.1
H -2.4771 -6.4680 -0.2814 -0.2 -0.4 0.1
H -0.7513 -2.2733 -1.0933 0.0 -0.7 -0.6
H 0.7420 -2.7051 -4.7630 -0.1 1.3 0.3
H 1.6326 -4.2112 -6.4588 -0.4 0.0 0.9
H 1.5431 -6.6917 -6.0868 -0.5 1.1 0.8
H 0.4526 -7.5817 -4.1229 -0.2 -0.6 0.1
H -1.0987 -6.7536 -1.7473 0.2 0.3 -0.1
C 1.3857 3.4096 -2.8197 0.1 0.9 0.1
As 0.3336 2.7872 -1.3075 -0.4 -0.3 0.2
C -0.5921 1.3887 -2.3201 -0.2 0.1 -0.4
C -1.1463 4.1364 -1.2061 -0.6 -0.2 0.3
C -1.0061 5.2518 -2.1799 0.0 0.6 -0.4
C -1.6651 5.3719 -3.4113 1.5 0.4 0.2
C -1.3439 6.4271 -4.2817 -0.8 -0.4 -0.1
C -0.4394 7.4335 -3.9325 -0.4 -0.4 -0.1
C 0.2119 7.3113 -2.7007 -0.6 0.1 -0.3
C -0.0944 6.2507 -1.8558 -0.3 0.5 -0.8
H 0.7830 3.4220 -3.7365 0.1 0.3 0.2
H 2.1779 2.6666 -2.9539 0.1 0.4 0.1
H 1.7674 4.4362 -2.5474 -0.1 -1.2 -0.7
H -1.0356 1.7914 -3.2466 0.1 0.0 0.4
H -1.3683 0.9401 -1.6989 0.1 -0.1 0.0
H 0.1451 0.6420 -2.6302 -0.2 0.0 0.1
H -1.1390 4.5160 -0.1626 0.1 -0.2 -0.7
H -2.0945 3.6041 -1.3440 0.2 -0.1 0.0
H -2.2992 4.5838 -3.7405 -0.7 -0.4 -0.2
H -1.8954 6.4142 -5.2375 0.5 0.4 0.5
H -0.3062 8.2911 -4.6083 0.2 -0.5 0.4
H 0.9027 8.0783 -2.3949 0.2 0.1 0.2
H 0.3210 6.1812 -0.8878 0.8 0.1 0.9
C 5.9645 3.1815 -3.5612 -0.3 0.6 -0.2
C 5.0929 2.1472 -2.9448 0.1 -0.5 0.6
C 4.5426 2.3057 -1.6798 -0.5 0.7 1.6
C 3.6662 1.3739 -1.1204 -0.9 -1.3 -1.0
C 3.2689 0.2363 -1.8765 1.4 1.2 -0.8
C 3.8513 0.0569 -3.1610 -0.4 0.2 0.8
C 4.7930 0.9873 -3.6528 -2.4 -0.3 3.1
S 1.9112 -0.8422 -1.4247 0.3 0.5 -0.1
C 2.7829 -2.2565 -0.8359 0.0 -1.4 0.8
O 1.2278 -0.2512 -0.2189 0.6 0.0 -0.5
H 6.5095 2.7285 -4.3627 0.5 -0.2 -0.5
H 6.6753 3.6584 -2.8821 -0.3 -0.1 0.0
H 5.3239 3.9481 -4.0237 0.3 0.0 0.2
H 4.6943 3.2338 -1.0557 0.2 -1.0 -1.0
H 3.1348 1.5062 -0.1848 0.3 0.3 0.1
H 3.4869 -0.7833 -3.7751 0.4 0.5 0.2
H 5.0929 0.8821 -4.6109 1.3 -0.4 -2.9
H 3.0884 -2.1873 0.2151 -0.3 0.5 -0.1
H 3.6886 -2.4911 -1.3953 -0.3 0.1 -0.4
H 2.0403 -3.0777 -0.8775 0.5 0.3 -0.1
F -1.9338 -1.8265 9.3471 0.1 -0.1 -0.1
C -1.0484 -0.9255 8.8568 -0.3 0.1 1.3
F -1.6190 0.2932 8.9939 0.0 -0.1 0.3
F -0.0152 -0.9448 9.7798 -0.4 -0.1 -1.0
C -0.7155 -1.1560 7.4490 1.1 0.6 -0.7
C -0.1341 -2.3618 6.9651 -0.1 -0.1 0.1
C 0.3566 -2.4462 5.6883 -0.4 -0.2 0.5
N 0.1761 -1.3642 4.8404 0.5 0.2 -1.5
C -0.3592 -0.1265 5.3145 1.1 -1.8 -1.2
C -0.7197 0.0063 6.5897 -0.6 -0.6 0.7
H -0.0889 -3.2610 7.5883 0.1 0.5 -0.1
H 0.8121 -3.3590 5.2428 -0.5 1.0 0.4
H -0.3885 0.5815 4.5078 -0.1 0.4 0.2
H -1.0973 0.9672 6.9223 0.1 -0.3 0.1
S 1.1632 -2.8350 2.8300 -0.2 0.3 -0.1
C 0.4692 -1.4401 3.4417 -0.3 0.1 1.2
```
Forces are in eV/Å.

The orbital gap (alpha / beta) is 5.934 / 6.753 eV. For the HOMO energy (alpha / beta), the calculation gives -0.223 / -0.257 hartree. Its spin multiplicity is 2. For the energy above the lowest of the compared OMol25 structures with the same formula, charge and spin, the calculation gives 0.0 kJ/mol.

Löwdin atomic charge list, values in e, 4 entries: 1.321 0.109 -0.477 -0.040

Entry 2:
DFT (ωB97M-V/def2-TZVPD) results for 2 unconnected molecules or ions with the total composition C2H9N2OP.

Geometry as XYZ:
```
15
Properties=species:S:1:pos:R:3:forces:R:3
C 2.5273 0.3019 0.3920 -0.4 0.5 -0.9
C 1.2052 0.3935 -0.4408 1.1 1.2 -0.9
N -2.1805 -0.2420 -1.1923 0.9 -1.0 -1.4
N -2.3640 -0.4573 1.1876 1.9 0.3 -2.1
O 0.5418 -0.8350 -0.4081 -3.2 -0.1 0.2
P -3.2237 0.1202 -0.0766 -1.6 0.7 0.6
H 2.2572 0.1735 1.4211 -0.3 0.0 0.7
H 3.0309 -0.6466 0.1265 0.2 0.8 -0.2
H 3.1585 1.2534 0.3426 -0.7 -1.5 -0.3
H 1.4212 0.5447 -1.5676 -0.1 0.6 1.7
H 0.5412 1.1985 0.0014 0.8 -0.5 -0.8
H -0.4461 -0.6042 -0.6654 2.5 -1.0 0.3
H -2.2159 0.0676 -2.1196 0.4 0.7 -1.5
H -2.8507 -0.5356 1.9835 -1.2 -0.7 3.8
H -1.4023 -0.7327 1.0158 -0.3 0.0 0.8
```
Forces are in eV/Å.

The orbital gap (alpha / beta) is 7.345 / 6.955 eV. For the HOMO energy (alpha / beta), the calculation gives -0.227 / -0.367 hartree. Its spin multiplicity is 3. For the energy above the lowest of the compared OMol25 structures with the same formula, charge and spin, the calculation gives 58.0 kJ/mol.

Löwdin atomic charge list, values in e, 4 entries: -0.091 -0.361 -0.277 -0.232

Entry 3:
DFT (ωB97M-V/def2-TZVPD) results for 4 unconnected molecules or ions with the total composition C4H17NO3.

Geometry as XYZ:
```
25
Properties=species:S:1:pos:R:3:forces:R:3
C -1.6259 0.0156 -0.7057 -0.7 1.0 0.3
N -0.1330 -0.0187 -0.9682 -2.6 -3.2 0.8
C 0.5892 -0.8378 -0.0534 2.5 0.0 3.1
C 2.0399 -1.1021 -0.5586 -2.0 1.0 -1.6
C -2.2597 -1.3897 -1.1099 -0.1 2.3 0.2
H -1.7425 0.1088 0.4128 0.1 0.4 -1.3
H -2.1974 0.8314 -1.3290 1.6 -1.3 1.4
H 0.1062 -0.4036 -1.8982 0.0 1.3 -0.2
H 0.7190 -0.4287 1.0408 -0.6 0.2 -2.0
H 0.0426 -1.7670 0.3819 0.2 1.1 -1.4
H 2.7060 -0.2536 -0.4372 0.0 -0.1 0.4
H 2.4440 -2.0260 -0.3054 0.8 -1.4 1.4
H 1.9619 -1.2686 -1.6301 0.0 0.3 -0.5
H -2.7620 -1.2338 -2.0456 -0.1 -0.6 -0.4
H -2.9058 -1.7568 -0.3371 -0.7 0.4 0.4
H -1.4897 -2.0765 -1.0975 1.5 -1.7 -0.7
H -0.6086 -0.9361 3.3466 1.0 -0.7 0.8
H -0.5141 0.2705 2.4192 3.6 3.4 -1.7
O -1.0530 -0.3026 2.8240 -4.6 -2.5 1.0
H 1.2759 3.0427 -0.5408 -0.8 0.8 -2.2
H 0.6607 2.2207 -1.5496 -0.9 -2.6 -0.9
O 0.8647 3.1143 -1.4774 1.7 1.7 3.1
H 0.8192 2.7007 1.8986 0.2 -1.9 -0.2
H 1.9789 1.7609 1.9659 2.6 -0.2 0.7
O 1.0834 1.7361 1.7541 -2.9 2.2 -0.5
```
Forces are in eV/Å.

The orbital gap (alpha / beta) is 11.885 / 6.611 eV. For the HOMO energy (alpha / beta), the calculation gives -0.545 / -0.544 hartree. Its spin multiplicity is 2. For the energy above the lowest of the compared OMol25 structures with the same formula, charge and spin, the calculation gives 174.2 kJ/mol. Its charge is +1.

Löwdin atomic charge list, values in e, 4 entries: -0.126 0.125 -0.233 -0.030

Entry 4:
DFT (ωB97M-V/def2-TZVPD) results for a molecular structure, C20H38N2O3SbTl.

Geometry as XYZ:
```
65
Properties=species:S:1:pos:R:3:forces:R:3
Tl -0.6116 0.2856 0.0194 0.1 -0.6 -0.3
C -3.5561 4.0530 0.2189 0.0 0.0 0.0
C -2.9635 4.2136 1.6139 -0.1 0.0 -0.1
C -2.7971 2.8792 2.3776 0.1 0.0 -0.1
C -2.1234 3.1215 3.7494 0.0 -0.1 0.1
C -1.8667 1.8474 4.5453 0.0 0.0 -0.1
C -4.1852 2.2782 2.6090 -0.1 0.0 0.0
O -5.0264 2.8809 3.2106 0.0 0.0 0.0
N -4.4620 1.0068 2.0937 0.1 0.0 0.0
C -3.6015 0.1990 1.4012 0.0 0.0 0.0
O -3.8621 -0.8910 0.9666 0.0 0.0 0.0
N -2.3223 0.7494 1.2115 0.0 0.3 -0.1
C -1.9236 1.9754 1.5724 0.0 0.0 0.0
O -0.7688 2.2956 1.1739 -0.1 0.0 0.0
H -3.6908 5.0273 -0.2467 0.0 0.0 0.0
H -4.5343 3.5688 0.2486 0.0 0.0 0.0
H -2.9013 3.4708 -0.4375 0.0 0.0 0.0
H -3.6205 4.8326 2.2244 0.0 0.0 0.0
H -1.9883 4.6981 1.5656 0.0 0.0 0.0
H -2.7956 3.7762 4.3041 0.0 0.0 0.0
H -1.1931 3.6630 3.5760 0.0 0.0 0.0
H -2.7887 1.2907 4.7249 0.0 0.0 0.0
H -1.4411 2.0916 5.5166 0.0 0.0 0.0
H -1.1581 1.1854 4.0376 0.0 0.0 0.0
H -5.4003 0.6533 2.2404 0.0 0.0 0.0
C 1.2497 -0.2332 -4.1038 0.1 -0.1 -0.2
C 1.3127 -1.6123 -3.4704 -0.3 0.2 0.6
C 0.0711 -2.4443 -3.7470 0.1 0.0 -0.2
C 2.6107 -2.3545 -3.7587 -0.1 0.0 -0.1
Sb 1.3898 -1.3055 -1.2495 -0.1 0.6 0.4
C 0.9580 -3.0919 0.0125 0.1 0.4 -0.3
C 1.1954 -2.7103 1.4640 0.0 -0.2 0.0
C -0.5035 -3.4348 -0.2503 0.1 -0.2 0.1
C 1.9269 -4.1619 -0.4815 -0.1 -0.1 0.1
C 2.8778 0.2263 -0.5847 -0.1 -0.5 -0.2
C 2.9379 0.2043 0.9338 0.1 0.1 0.0
C 4.2023 -0.2052 -1.2156 0.1 0.2 0.1
C 2.4162 1.5792 -1.1078 0.1 0.0 0.0
H 1.2057 -0.3697 -5.1891 0.0 0.0 0.0
H 2.1389 0.3607 -3.8966 0.0 0.0 0.0
H 0.3582 0.3231 -3.8123 0.0 0.0 0.0
H 0.0097 -2.5979 -4.8292 0.0 0.0 0.0
H -0.8484 -1.9454 -3.4389 0.0 0.0 0.0
H 0.1229 -3.4324 -3.2907 0.0 0.0 0.0
H 2.6410 -2.5441 -4.8369 0.0 0.0 0.0
H 2.6639 -3.3238 -3.2625 0.0 0.0 0.0
H 3.4984 -1.7751 -3.5114 0.0 0.0 0.0
H 0.5864 -1.8612 1.7871 0.0 0.0 0.0
H 2.2412 -2.5025 1.6781 0.0 0.0 0.0
H 0.9029 -3.5632 2.0840 0.0 0.0 0.0
H -1.1908 -2.6607 0.0992 0.0 0.0 0.0
H -0.7377 -4.3444 0.3114 0.0 0.0 0.0
H -0.7123 -3.6454 -1.2978 0.0 0.0 0.0
H 2.9723 -3.8609 -0.3886 0.0 0.0 0.0
H 1.7275 -4.4564 -1.5122 0.0 0.0 0.0
H 1.7930 -5.0528 0.1392 0.0 0.0 0.0
H 3.3439 -0.7274 1.3218 0.0 0.0 0.0
H 1.9701 0.3927 1.4094 0.0 0.0 0.0
H 3.6067 1.0078 1.2565 0.0 0.0 0.0
H 4.5026 -1.2124 -0.9204 0.0 0.0 0.0
H 4.9848 0.4777 -0.8730 0.0 0.0 0.0
H 4.1780 -0.1440 -2.3033 0.0 0.0 0.0
H 1.5157 1.9482 -0.6098 0.0 0.0 0.0
H 2.2555 1.5979 -2.1840 0.0 0.0 0.0
H 3.2069 2.3033 -0.8886 0.0 0.0 0.0
```
Forces are in eV/Å.

The orbital gap is 7.323 eV. For the HOMO energy, the calculation gives -0.565 hartree. For the energy above the lowest of the compared OMol25 structures with the same formula, charge and spin, the calculation gives 127.9 kJ/mol. Its charge is +2.

Löwdin atomic charge list, values in e, 4 entries: 1.160 -0.055 -0.148 -0.304

Entry 5:
DFT (ωB97M-V/def2-TZVPD) results for 3 unconnected molecules or ions with the total composition C19H42N2O3P.

Geometry as XYZ:
```
67
Properties=species:S:1:pos:R:3:forces:R:3
C 3.6001 -0.4964 3.7832 0.1 0.1 -0.1
C 3.8539 0.6191 2.5634 -0.7 0.1 1.4
C 2.4107 1.1578 1.9989 -0.7 0.7 -0.5
C 2.1712 0.9452 0.3913 1.3 0.6 -0.1
C 2.2820 -0.6041 -0.1318 -0.6 -0.2 -0.4
C 1.8898 -1.7454 0.9771 -0.6 -0.6 -0.9
C 0.9453 -2.8664 0.1714 1.0 -0.7 1.2
C 0.1763 -3.8077 1.2715 0.8 -1.1 -0.2
C -1.3522 -4.2403 0.8732 0.1 -0.5 0.2
C -2.5309 -3.2485 1.4336 -0.3 -1.6 -1.1
C -2.5153 -2.9894 3.0516 0.3 -1.5 -0.2
N -3.2730 -1.6780 3.3340 1.4 0.4 0.4
C -2.3477 -0.5717 2.8183 2.1 1.3 -0.1
C -1.8947 -0.8115 1.2617 0.6 0.9 -0.7
P -2.5390 0.7481 0.2873 -5.9 -0.2 -0.5
O -4.1150 0.6058 -0.0198 5.2 0.2 1.1
N -2.5292 -2.0010 0.5795 0.9 0.7 1.9
H 2.4469 -0.6206 4.0354 2.4 0.3 -0.6
H 4.0161 -1.5580 3.4555 -0.8 2.3 1.0
H 4.1176 -0.0904 4.7712 -1.0 -1.2 -2.1
H 4.5601 0.1759 1.7353 -1.5 1.0 1.6
H 4.3658 1.5444 3.1109 -0.9 -2.1 -1.5
H 1.4720 0.6872 2.5658 2.2 0.8 -0.9
H 2.3427 2.3278 2.2177 0.1 -2.5 -0.6
H 3.0279 1.5611 -0.1586 -2.0 -1.3 1.1
H 1.1483 1.4283 0.0550 1.9 -1.0 0.8
H 3.3273 -0.8761 -0.6297 -2.2 0.8 1.3
H 1.4899 -0.7148 -1.0180 1.8 0.3 1.8
H 1.2379 -1.3703 1.8733 1.3 -0.3 -1.7
H 2.8524 -2.2539 1.4671 -2.2 1.0 -1.2
H 0.1568 -2.3725 -0.5388 1.7 -0.8 1.2
H 1.7093 -3.5702 -0.4140 -2.0 1.7 0.8
H 0.2981 -3.2934 2.3149 -0.5 -1.0 -1.8
H 0.8017 -4.8221 1.3350 -1.4 2.2 0.0
H -1.6163 -5.3417 1.2189 0.7 2.3 -0.6
H -1.3912 -4.2578 -0.3198 -0.2 0.1 2.6
H -3.5629 -3.8022 1.2006 2.1 1.2 0.6
H -3.0383 -3.8931 3.6238 1.0 2.1 -1.4
H -1.4561 -2.8480 3.5273 -2.0 -0.2 -1.1
H -3.3235 -1.5351 4.3849 -0.5 -0.3 -1.6
H -4.2032 -1.6316 2.8632 0.7 -0.1 0.5
H -1.3479 -0.6313 3.4676 -2.3 0.0 -1.3
H -2.7737 0.5146 3.0108 0.4 -2.5 -0.5
H -0.7285 -0.7852 1.1335 -1.9 -0.2 0.8
H -1.7983 0.9970 -0.9259 0.1 -0.3 0.9
H -2.4029 1.9108 1.1721 0.7 -1.0 -0.7
H -2.0265 -2.1716 -0.3209 -0.7 0.1 1.2
C -5.0520 2.0911 -2.9704 0.2 0.3 0.3
C -3.9258 2.4121 -3.9164 1.1 0.8 0.5
O -2.9663 3.0935 -3.5590 -1.0 -0.9 -0.4
C -4.0192 1.8671 -5.3165 0.5 0.2 -0.2
H -4.8497 2.5497 -1.9966 -0.1 -0.2 -0.2
H -5.9902 2.4950 -3.3591 0.0 -0.2 -0.1
H -5.1291 1.0090 -2.8382 -0.2 0.1 -0.1
H -4.9115 2.2610 -5.8097 0.0 -0.2 0.0
H -4.0503 0.7750 -5.2888 -0.2 0.1 -0.1
H -3.1373 2.1784 -5.8865 -0.2 -0.1 0.1
C 4.0865 3.0776 -4.4962 -0.1 -0.5 0.0
C 3.8769 3.2869 -3.0203 -0.3 -1.1 0.8
O 3.6097 2.3468 -2.2736 0.3 1.1 -0.9
C 4.0068 4.6911 -2.4934 -0.1 -0.1 0.5
H 3.9618 2.0157 -4.7334 0.0 0.2 0.1
H 3.3477 3.6513 -5.0614 0.2 0.1 0.0
H 5.0987 3.3817 -4.7745 -0.2 0.2 -0.1
H 3.2644 5.3366 -2.9694 0.2 0.1 -0.1
H 5.0155 5.0669 -2.6825 -0.1 0.1 -0.1
H 3.8297 4.6908 -1.4126 0.0 0.0 -0.2
```
Forces are in eV/Å.

The orbital gap is 7.967 eV. For the HOMO energy, the calculation gives -0.411 hartree. For the energy above the lowest of the compared OMol25 structures with the same formula, charge and spin, the calculation gives 59.0 kJ/mol. Its charge is +1.

Löwdin atomic charge list, values in e, 4 entries: -0.152 -0.226 -0.242 -0.217

Entry 6:
DFT (ωB97M-V/def2-TZVPD) results for a gas-phase ion, C6H10NO (charge +1).

Geometry as XYZ:
```
18
Properties=species:S:1:pos:R:3:forces:R:3
C 0.2678 -0.1328 -0.7514 -0.6 2.4 -1.2
C 0.3733 -1.0072 0.1787 0.1 -0.9 0.5
C -1.2395 1.4908 0.4028 -2.3 0.4 1.7
C -0.7297 1.3108 1.8400 0.2 0.5 -0.9
C 0.7691 -0.2418 -2.1690 -1.3 1.8 -0.9
C 0.6097 -2.1958 0.8989 1.8 -0.9 -0.1
N -0.3386 1.1027 -0.6032 0.6 1.0 -0.5
O -0.0371 0.3309 2.0109 0.0 0.0 0.3
H -2.2005 0.7699 0.4783 1.6 1.7 -0.7
H -1.4988 2.5868 0.2331 -0.1 -1.6 0.2
H -1.0035 2.0881 2.6272 0.4 -1.2 -0.5
H 1.7162 0.2977 -2.2268 -0.2 0.6 0.0
H -0.0603 0.2383 -2.8812 2.0 -1.3 1.6
H 1.0748 -1.1866 -2.4674 0.0 -2.1 -0.6
H -0.2116 -2.9073 0.9213 0.1 -0.1 -0.2
H 0.7147 -1.7827 1.8860 0.2 0.0 1.1
H 1.6749 -2.6599 0.7085 -2.0 0.8 0.1
H 0.1191 1.8980 -1.0867 -0.4 -1.1 0.3
```
Forces are in eV/Å.

The orbital gap is 8.089 eV. For the HOMO energy, the calculation gives -0.493 hartree. For the energy above the lowest of the compared OMol25 structures with the same formula, charge and spin, the calculation gives 318.3 kJ/mol. Its charge is +1.

Löwdin atomic charge list, values in e, 4 entries: -0.304 0.129 -0.155 -0.132